Entry from the OMol25 dataset: a cluster of 12 separate species, C41H83ClNO12 in total (ωB97M-V/def2-TZVPD).

Values from the calculation:
LUMO, eV: -2.28
E_HOMO, eV: -10.91
Net charge: +1
E, hartree: -3029.630525

XYZ file:
```
138
Properties=species:S:1:pos:R:3:lowdin_charge:R:1
C 0.08 3.75 -4.55 -0.1197
C 1.01 2.80 -3.82 -0.7155
Cl 1.86 3.71 -2.52 0.6295
C 0.28 1.61 -3.19 -0.1732
C 0.35 0.28 -3.95 -0.2349
C -0.17 0.26 -5.39 -0.0742
C 0.77 0.82 -6.46 -0.3515
O 0.42 0.33 -7.74 -0.0081
C 2.24 0.45 -6.17 -0.1155
C 2.38 -0.67 -5.18 -0.1039
N 1.77 -0.28 -3.87 0.1183
H 0.64 4.46 -5.16 0.0873
H -0.63 3.21 -5.19 0.0747
H -0.50 4.32 -3.82 0.0821
H 1.82 2.47 -4.47 0.0639
H 0.70 1.43 -2.20 0.1035
H -0.78 1.85 -3.03 0.1350
H -0.27 -0.41 -3.37 0.1078
H -0.41 -0.77 -5.64 0.1314
H -1.12 0.81 -5.38 0.1365
H 0.69 1.91 -6.50 0.1305
H -0.38 -0.20 -7.70 0.0916
H 2.83 1.30 -5.85 0.0920
H 2.67 0.10 -7.10 0.1400
H 3.43 -0.88 -5.00 0.1281
H 1.91 -1.60 -5.51 0.1435
H 1.74 -1.11 -3.28 0.1848
H 2.38 0.38 -3.38 0.1767
C 7.27 0.83 -4.61 -0.0129
C 5.96 1.51 -4.91 -0.4804
O 5.14 1.01 -5.65 0.0379
C 5.71 2.83 -4.23 -0.0175
H 7.33 -0.11 -5.15 0.0825
H 8.10 1.47 -4.91 0.0924
H 7.36 0.65 -3.54 0.0872
H 6.50 3.54 -4.49 0.0981
H 5.73 2.71 -3.15 0.0649
H 4.75 3.23 -4.54 0.0743
C -3.91 -0.90 -0.89 -0.0175
C -2.87 -1.53 -1.77 -0.4709
O -1.86 -0.93 -2.09 0.0267
C -3.13 -2.94 -2.21 -0.0058
H -3.62 0.11 -0.62 0.0850
H -4.87 -0.89 -1.40 0.0970
H -4.03 -1.49 0.03 0.0704
H -4.06 -2.98 -2.78 0.0628
H -3.22 -3.58 -1.34 0.0762
H -2.31 -3.29 -2.83 0.0819
C -7.74 -1.71 -5.05 -0.0201
C -6.35 -2.25 -5.19 -0.4909
O -5.78 -2.82 -4.29 0.0463
C -5.68 -2.05 -6.53 -0.0226
H -8.12 -1.92 -4.05 0.0875
H -7.76 -0.64 -5.22 0.0617
H -8.40 -2.18 -5.79 0.0936
H -5.62 -0.98 -6.76 0.0841
H -6.27 -2.53 -7.32 0.0872
H -4.68 -2.48 -6.52 0.0759
C 6.74 5.50 0.49 -0.0174
C 6.89 4.23 -0.31 -0.4830
O 6.43 4.12 -1.43 0.0399
C 7.62 3.09 0.36 -0.0200
H 6.20 6.24 -0.10 0.0811
H 6.21 5.29 1.42 0.0710
H 7.72 5.89 0.75 0.0900
H 7.10 2.80 1.27 0.0597
H 8.63 3.40 0.62 0.0921
H 7.66 2.25 -0.33 0.0746
C -7.07 1.08 2.17 -0.0209
C -5.88 0.25 2.61 -0.4885
O -5.27 -0.44 1.82 0.0479
C -5.49 0.33 4.06 -0.0158
H -7.24 0.94 1.11 0.0787
H -7.96 0.78 2.73 0.0870
H -6.88 2.14 2.38 0.0859
H -6.33 0.00 4.69 0.0911
H -5.25 1.35 4.33 0.0928
H -4.63 -0.30 4.25 0.0555
C -9.05 3.48 -4.38 -0.0227
C -9.79 2.24 -4.82 -0.4942
O -9.26 1.15 -4.81 0.0568
C -11.22 2.42 -5.26 -0.0199
H -8.04 3.22 -4.08 0.0791
H -9.02 4.20 -5.20 0.0862
H -9.57 3.94 -3.54 0.0866
H -11.26 3.10 -6.11 0.0874
H -11.81 2.84 -4.45 0.0876
H -11.64 1.46 -5.55 0.0829
C -2.62 -6.26 1.76 -0.0253
C -4.11 -6.47 1.65 -0.5051
O -4.71 -7.22 2.38 0.0791
C -4.82 -5.69 0.57 -0.0253
H -2.23 -6.88 2.57 0.0807
H -2.13 -6.54 0.83 0.0823
H -2.40 -5.21 1.96 0.0748
H -4.41 -5.94 -0.41 0.0818
H -4.68 -4.62 0.73 0.0754
H -5.88 -5.91 0.58 0.0838
C 7.03 5.05 5.23 -0.0176
C 7.20 3.77 4.45 -0.4810
O 6.79 3.67 3.32 0.0410
C 7.90 2.64 5.15 -0.0219
H 6.51 5.79 4.63 0.0793
H 6.45 4.86 6.14 0.0877
H 8.00 5.44 5.53 0.0875
H 7.35 2.36 6.05 0.0725
H 8.91 2.95 5.44 0.0915
H 7.96 1.78 4.50 0.0818
C -0.15 -0.82 5.94 -0.0193
C -1.41 -0.87 5.12 -0.4941
O -2.43 -0.30 5.46 0.0663
C -1.36 -1.67 3.84 -0.0195
H -0.31 -0.22 6.83 0.0858
H 0.15 -1.83 6.24 0.0660
H 0.66 -0.39 5.36 0.0886
H -1.10 -2.71 4.06 0.0830
H -0.59 -1.27 3.18 0.0834
H -2.32 -1.63 3.34 0.0720
C 2.21 -5.00 7.98 -0.0179
C 2.02 -3.52 8.17 -0.4917
O 2.26 -2.72 7.30 0.0362
C 1.50 -3.07 9.52 -0.0152
H 2.58 -5.19 6.97 0.0815
H 2.92 -5.38 8.71 0.0879
H 1.26 -5.52 8.12 0.0882
H 2.19 -3.39 10.31 0.0880
H 0.53 -3.53 9.72 0.0891
H 1.40 -1.99 9.54 0.0828
C 6.44 -2.10 7.63 -0.0186
C 6.01 -0.90 6.81 -0.4901
O 6.79 -0.03 6.51 0.0588
C 4.56 -0.85 6.40 -0.0277
H 7.50 -2.02 7.86 0.0813
H 5.86 -2.14 8.55 0.0840
H 6.25 -3.01 7.07 0.0853
H 3.92 -0.85 7.28 0.0734
H 4.31 -1.72 5.80 0.0821
H 4.38 0.06 5.82 0.0803
```